Record 1
DFT (the ωB97M-V functional and the def2-TZVPD basis) results for one molecule with the formula C5H6N2O at a distorted geometry.

Atoms and positions in Å:
C (-1.55186, -0.14435, -0.81473)
C (0.11232, -0.06133, 0.82218)
C (1.63144, 0.01806, 0.89835)
C (2.03221, 0.44764, -0.32066)
C (-0.30738, 0.75997, -0.48312)
H (-1.28370, -0.84127, -1.58800)
H (-2.57404, 0.27163, -1.00140)
H (2.26043, -0.29814, 1.68348)
H (3.05217, 0.58549, -0.82388)
H (1.07445, 1.41811, -1.82631)
H (-0.50604, 1.79210, -0.08200)
N (-0.69335, -0.92246, 1.17383)
N (0.86190, 0.64577, -1.23777)
O (-1.83793, -0.88886, 0.43420)

## Properties
Molecular weight   110.12 g mol⁻¹
ΔE to the lowest compared entry with this formula, charge and spin   71.1 kcal/mol
DFT total energy   -378.7577 a.u.
Spin multiplicity   1

Record 2
DFT (the ωB97M-V functional and the def2-TZVPD basis) results for an isolated ion of composition C3H8NO2 and charge +1 at a distorted geometry.

Atoms and positions in Å:
O (-0.61280, 0.24238, -1.64048)
C (-0.46782, 0.49984, -0.49300)
O (-1.07750, 1.49163, 0.22073)
C (0.60180, -0.01232, 0.45729)
C (0.01303, -0.71250, 1.63741)
N (1.31013, -1.10764, -0.40585)
H (-1.73695, 1.98815, -0.29841)
H (1.40180, 0.71917, 0.61186)
H (-0.35999, -1.71455, 1.43866)
H (0.65721, -0.73355, 2.51124)
H (-0.77724, -0.06635, 2.05039)
H (0.64531, -1.88372, -0.53232)
H (2.12232, -1.46402, 0.09120)
H (1.36080, -0.84095, -1.39661)

## Properties
Molecular weight   90.10 g mol⁻¹
ΔE to the lowest compared entry with this formula, charge and spin   18.3 kcal/mol
DFT total energy   -324.0982 a.u.
Charge   +1
Spin multiplicity   1

Record 3
DFT (the ωB97M-V functional and the def2-TZVPD basis) results for C30H39F3O3SSb2Se4SiZn as an isolated structure.

Atoms and positions in Å:
Zn (-0.98890, -1.19692, -0.55337)
Se (-4.06011, -4.17914, 1.22258)
Sb (-1.62935, -4.24888, 0.53753)
Se (-0.76648, -2.09253, 1.70297)
Se (-1.51091, -3.16422, -1.80512)
Se (-4.41836, -6.30789, 0.26267)
C (-2.34871, 4.92327, 0.64958)
C (-1.35695, 3.83677, 1.05593)
C (-0.00338, 4.07170, 0.39214)
C (-1.19966, 3.79581, 2.57097)
O (-1.89656, 2.57293, 0.69136)
Si (-1.79307, 1.71994, -0.71161)
S (0.02705, 0.83644, -1.14965)
O (-2.32074, 2.80777, -1.84545)
C (-2.34650, 2.69930, -3.26908)
C (-0.98850, 3.11961, -3.82084)
C (-2.69380, 1.28173, -3.71294)
C (-3.42575, 3.67380, -3.73044)
O (-2.81991, 0.44509, -0.54581)
C (-4.18529, 0.34946, -0.06984)
C (-4.79603, -0.83456, -0.80012)
C (-4.14972, 0.11009, 1.43234)
C (-4.94208, 1.63349, -0.39447)
H (-1.98747, 5.90744, 0.95937)
H (-3.31419, 4.73870, 1.12559)
H (-2.48996, 4.91421, -0.43197)
H (0.41254, 5.02684, 0.72265)
H (-0.10469, 4.09492, -0.69532)
H (0.69290, 3.27135, 0.64733)
H (-0.79369, 4.73803, 2.94737)
H (-0.52912, 2.98156, 2.84963)
H (-2.16748, 3.61272, 3.04056)
H (-0.21295, 2.43954, -3.46801)
H (-0.74913, 4.13123, -3.48380)
H (-1.00210, 3.10902, -4.91357)
H (-1.94104, 0.56809, -3.37497)
H (-2.74743, 1.23779, -4.80327)
H (-3.65868, 0.97549, -3.30458)
H (-3.19037, 4.68119, -3.38050)
H (-4.39381, 3.38380, -3.31877)
H (-3.49636, 3.68656, -4.82068)
H (-4.22357, -1.74387, -0.61209)
H (-4.80740, -0.64931, -1.87715)
H (-5.81853, -1.00641, -0.45709)
H (-3.57571, -0.78819, 1.65794)
H (-5.16672, -0.01990, 1.81166)
H (-3.68063, 0.95676, 1.93652)
H (-4.94780, 1.81934, -1.47036)
H (-4.48896, 2.49391, 0.10337)
H (-5.97471, 1.53602, -0.05330)
F (8.21578, -2.01222, -2.13209)
C (6.93729, -2.02996, -1.66326)
C (6.44637, -3.19238, -1.11146)
C (5.13983, -3.19517, -0.62828)
C (4.33461, -2.06089, -0.69458)
C (4.87668, -0.91357, -1.27684)
C (6.17855, -0.88109, -1.75956)
Sb (2.25526, -1.97568, -0.01096)
C (2.36202, -3.91560, 0.88113)
C (2.83309, -4.16417, 2.16695)
C (2.89113, -5.45693, 2.66996)
C (2.46669, -6.49465, 1.86395)
F (2.52633, -7.76062, 2.35310)
C (1.97512, -6.29284, 0.59390)
C (1.92438, -4.99003, 0.10942)
C (2.81923, -0.76756, 1.68181)
C (4.06356, -0.86200, 2.30038)
C (4.40743, -0.03814, 3.36713)
C (3.48249, 0.89070, 3.79511)
F (3.80874, 1.70142, 4.83791)
C (2.24346, 1.02917, 3.20579)
C (1.91767, 0.19110, 2.14675)
H (7.07554, -4.07180, -1.05981)
H (4.75167, -4.10541, -0.18487)
H (4.27437, -0.01288, -1.35377)
H (6.60243, 0.00953, -2.20539)
H (3.14479, -3.34241, 2.80087)
H (3.24461, -5.66497, 3.67149)
H (1.60895, -7.12841, 0.01263)
H (1.50542, -4.81536, -0.87687)
H (4.79114, -1.58396, 1.94626)
H (5.37035, -0.10772, 3.85657)
H (1.55083, 1.77508, 3.57431)
H (0.94494, 0.28947, 1.67641)

## Properties
Molecular weight   1189.54 g mol⁻¹
ΔE to the lowest compared entry with this formula, charge and spin   0.0 kcal/mol
DFT total energy   -14245.5500 a.u.
Charge   -2
Spin multiplicity   1

Record 4
DFT (the ωB97M-V functional and the def2-TZVPD basis) results for an isolated ion of composition C19H28Cl2I3N2OS and charge +1 at a distorted geometry.

Atoms and positions in Å:
C (-1.07513, 4.35858, 0.05634)
C (-0.90793, 3.93931, -1.40357)
C (-0.20357, 2.60382, -1.71503)
C (1.20749, 2.55911, -1.09135)
C (-1.08994, 1.29179, -1.55928)
I (-3.08668, 1.61915, -0.79255)
C (-1.16587, 0.62749, -2.95658)
C (-2.29466, -0.29034, -3.36080)
I (-2.25491, -2.31927, -2.85752)
C (-3.32144, 0.12316, -4.10057)
C (-4.47588, -0.73124, -4.54391)
I (-3.45019, 2.11497, -4.75564)
S (0.47820, -0.21007, -3.01410)
C (0.36162, -0.57223, -1.35361)
C (1.12467, -1.71908, -0.77919)
C (2.12320, -1.38041, 0.35019)
C (1.86477, -2.18425, 1.62775)
C (3.03209, -2.07434, 2.60162)
N (2.72804, -2.57538, 3.94262)
C (2.39825, -3.93630, 4.01094)
C (1.15558, -4.26609, 4.80447)
O (3.06525, -4.76804, 3.45424)
N (-0.47465, 0.20238, -0.69190)
C (-0.83441, -0.10084, 0.67118)
Cl (-1.91125, -1.44033, 0.80819)
C (-0.38760, 0.55039, 1.74452)
C (0.55052, 1.72314, 1.77024)
Cl (-0.93133, 0.04264, 3.29617)
H (-1.46372, 3.56417, 0.69470)
H (-1.79527, 5.17728, 0.11612)
H (-0.14200, 4.73907, 0.47813)
H (-0.27343, 4.69258, -1.88480)
H (-1.86042, 3.97781, -1.93668)
H (-0.03978, 2.65547, -2.79112)
H (1.33671, 3.31526, -0.31780)
H (1.95092, 2.76366, -1.86344)
H (1.47333, 1.59526, -0.65984)
H (-1.11675, 1.38506, -3.73512)
H (-5.02378, -1.10021, -3.67309)
H (-5.15956, -0.17942, -5.18361)
H (-4.10373, -1.59198, -5.10754)
H (0.38051, -2.44919, -0.43872)
H (1.64802, -2.18769, -1.61469)
H (2.07590, -0.31716, 0.59619)
H (3.13787, -1.58124, -0.00048)
H (0.96704, -1.78514, 2.11350)
H (1.67596, -3.23033, 1.36599)
H (3.32332, -1.02479, 2.71388)
H (3.90035, -2.62470, 2.23627)
H (1.98819, -2.03149, 4.37275)
H (0.28470, -3.80071, 4.33233)
H (1.21807, -3.89053, 5.82889)
H (1.01900, -5.34512, 4.82261)
H (0.16219, 2.55300, 1.18230)
H (1.54154, 1.46235, 1.39666)
H (0.67058, 2.07101, 2.79372)

## Properties
Molecular weight   784.13 g mol⁻¹
DFT total energy   -3136.9174 a.u.
Charge   +1
Spin multiplicity   1

> Number 3 is which compound?

C30H39F3O3SSb2Se4SiZn